ORCA calculation (ωB97M-V/def2-TZVPD) on a structure of composition C40H32N4OP2S2Sc at a distorted geometry.

Structure (XYZ):
```
82
C40H32N4OP2S2Sc ωB97M-V/def2-TZVPD
Sc 0.208 0.179 -1.759
N -0.944 -0.695 1.236
P -0.129 -1.879 0.290
C -1.270 -3.197 0.043
C -0.993 -4.522 0.359
C -2.003 -5.439 0.447
C -3.314 -5.076 0.149
C -3.594 -3.814 -0.321
C -2.573 -2.895 -0.442
C 0.969 -2.669 1.465
C 2.159 -3.287 0.946
C 2.810 -4.225 1.732
C 2.320 -4.628 2.967
C 1.236 -3.933 3.536
C 0.578 -2.964 2.792
P -1.054 0.987 0.630
C -2.787 1.290 1.024
C -3.780 0.365 0.703
C -5.092 0.574 1.124
C -5.450 1.707 1.823
C -4.468 2.637 2.150
C -3.190 2.492 1.683
C -0.295 1.991 1.871
C 0.016 3.311 1.557
C 0.420 4.203 2.562
C 0.466 3.755 3.855
C 0.119 2.439 4.184
C -0.223 1.545 3.182
H -1.897 -0.932 1.507
H 0.019 -4.782 0.612
H -1.788 -6.466 0.661
H -4.121 -5.781 0.245
H -4.563 -3.548 -0.674
H -2.766 -2.016 -1.090
H 2.422 -3.082 -0.087
H 3.650 -4.750 1.280
H 2.752 -5.503 3.455
H 0.882 -4.258 4.512
H -0.379 -2.536 3.206
H -3.571 -0.456 0.023
H -5.859 -0.114 0.801
H -6.472 1.865 2.100
H -4.689 3.586 2.605
H -2.443 3.288 1.873
H -0.071 3.606 0.514
H 0.628 5.285 2.368
H 0.755 4.452 4.661
H 0.188 2.096 5.207
H -0.610 0.556 3.445
S 0.937 2.433 -2.434
C -0.011 2.497 -3.943
C 0.246 3.481 -4.894
C -0.261 3.471 -6.184
C 0.130 4.505 -7.117
N 0.564 5.281 -7.851
C -1.181 2.471 -6.564
C -1.517 1.530 -5.596
C -1.037 1.549 -4.274
S -1.801 0.418 -3.166
C -1.761 2.387 -7.841
N -2.272 2.346 -8.890
H 0.952 4.295 -4.651
H -2.230 0.783 -5.894
C 1.361 -1.152 -4.601
O 1.153 -1.102 -3.131
H 1.525 -2.185 -4.922
H 2.181 -0.542 -5.009
H 0.408 -0.840 -4.998
H 1.742 -1.747 -2.723
N 1.931 0.209 -0.354
C 2.875 0.486 0.269
C 3.851 0.710 1.282
C 3.514 0.415 2.592
C 4.359 0.654 3.645
C 5.635 1.118 3.406
C 6.009 1.472 2.125
C 5.119 1.319 1.045
H 2.550 -0.083 2.818
H 4.044 0.450 4.669
H 6.379 1.190 4.170
H 7.037 1.772 1.971
H 5.358 1.647 0.029
```

As for the energy: -110952.3511 eV. The charge is +1. The value obtained for the LUMO energy is -3.2641 eV. As for the HOMO energy: -10.171 eV. The calculation puts the orbital gap at 0.254 Eh. As for the molar mass: 755.76 g/mol. The value obtained for the energy relative to the best compared isomer or geometry (same formula, charge and spin) is 4.4 kcal/mol. As for the spin multiplicity: 1.

Charges computed using Löwdin, reported in e: atom 1 (Sc): 0.34, atom 2 (N): -0.35, atom 3 (P): 0.90, atom 4 (C): -0.36, atom 5 (C): -0.08, atom 6 (C): -0.06, atom 7 (C): -0.06, atom 8 (C): -0.07, atom 9 (C): -0.10, atom 10 (C): -0.39, atom 11 (C): -0.10, atom 12 (C): -0.09, atom 13 (C): -0.06, atom 14 (C): -0.07, atom 15 (C): -0.09, atom 16 (P): 0.95, atom 17 (C): -0.33, atom 18 (C): -0.10, atom 19 (C): -0.07, atom 20 (C): -0.06, atom 21 (C): -0.07, atom 22 (C): -0.06, atom 23 (C): -0.43, atom 24 (C): -0.10, atom 25 (C): -0.07, atom 26 (C): -0.08, atom 27 (C): -0.06, atom 28 (C): -0.10, atom 29 (H): 0.04, atom 30 (H): 0.10, atom 31 (H): 0.11, atom 32 (H): 0.11, atom 33 (H): 0.11, atom 34 (H): 0.10, atom 35 (H): 0.09, atom 36 (H): 0.11, atom 37 (H): 0.11, atom 38 (H): 0.11, atom 39 (H): 0.13, atom 40 (H): 0.08, atom 41 (H): 0.11, atom 42 (H): 0.11, atom 43 (H): 0.11, atom 44 (H): 0.11, atom 45 (H): 0.10, atom 46 (H): 0.13, atom 47 (H): 0.12, atom 48 (H): 0.11, atom 49 (H): 0.10, atom 50 (S): 0.58, atom 51 (C): -0.64, atom 52 (C): -0.07, atom 53 (C): -0.17, atom 54 (C): -0.16, atom 55 (N): 0.18, atom 56 (C): -0.19, atom 57 (C): -0.07, atom 58 (C): -0.68, atom 59 (S): 0.58, atom 60 (C): -0.17, atom 61 (N): 0.19, atom 62 (H): 0.13, atom 63 (H): 0.11, atom 64 (C): -0.01, atom 65 (O): -0.25, atom 66 (H): 0.10, atom 67 (H): 0.11, atom 68 (H): 0.07, atom 69 (H): 0.10, atom 70 (N): 0.08, atom 71 (C): -0.05, atom 72 (C): -0.20, atom 73 (C): -0.04, atom 74 (C): -0.06, atom 75 (C): -0.05, atom 76 (C): -0.05, atom 77 (C): 0.01, atom 78 (H): 0.13, atom 79 (H): 0.12, atom 80 (H): 0.11, atom 81 (H): 0.11, atom 82 (H): 0.12